Formula: C10H8OS2
Source: the OMol25 dataset
Level of theory: ωB97M-V/def2-TZVPD

```
21
C10H8OS2, DFT ωB97M-V/def2-TZVPD
C 1.700 1.405 2.456
C 2.337 0.374 3.075
C 1.073 1.026 1.246
C 1.090 -0.360 1.131
C -2.208 0.826 0.092
C 0.280 1.709 0.223
C -1.073 1.468 0.189
C -2.273 -0.575 -0.551
C 0.354 -0.992 -0.019
C 0.939 -0.935 -1.495
O 0.841 2.314 -0.688
S 2.009 -1.186 2.344
S -1.178 -1.735 0.282
H 2.121 2.432 2.553
H 2.974 0.479 3.897
H -3.022 1.166 0.671
H -3.204 -0.993 -0.260
H -2.169 -0.595 -1.638
H 1.833 -1.439 -1.462
H 1.295 0.075 -1.592
H 0.217 -1.254 -2.236
```

* total charge: 0
* energy: -34211.9246 eV
* energy relative to the best compared isomer or geometry (same formula, charge and spin): 108.4 kcal/mol
* E_HOMO (spin up / spin down): -7.66 / -7.66 eV
* LUMO (spin up / spin down): -1.8 / -1.8 eV